Below is a structure of composition C39H68Cl3GeN2O3S5SbSi3Ti in a non-equilibrium geometry, with properties calculated with ωB97M-V with the def2-TZVPD basis set.

Output
strongest force on any atom: 1.17 eV/A
Kohn-Sham gap: 5.98 eV
energy above the lowest of the compared OMol25 structures with the same formula, charge and spin: 118.2 kJ/mol

Geometry (Å):
Ti -0.577 -0.129 0.677
S -2.342 -5.361 -4.175
C -1.925 -4.216 -3.082
S -2.427 -4.238 -1.424
C -1.581 -2.799 -0.904
C -0.884 -2.150 -1.857
S 0.044 -0.706 -1.575
S -0.931 -2.845 -3.460
S -1.672 -2.296 0.759
Cl -2.225 0.913 8.149
C -1.817 0.670 6.482
C -2.457 1.410 5.508
C -2.127 1.209 4.179
Cl -2.926 2.153 2.977
C -1.168 0.266 3.779
O -0.834 0.047 2.512
C -0.537 -0.444 4.810
Cl 0.687 -1.584 4.389
C -0.850 -0.259 6.144
H -3.210 2.139 5.770
H -0.341 -0.833 6.903
C -4.009 0.685 -5.292
C -4.229 1.746 -4.220
C -4.354 1.154 -2.817
C -3.069 0.460 -2.348
Ge -2.898 0.581 -0.384
C -4.539 -0.218 0.381
C -5.005 -1.503 -0.298
C -6.403 -1.948 0.138
C -7.517 -1.080 -0.436
H -3.900 1.131 -6.281
H -4.850 -0.011 -5.328
H -3.109 0.100 -5.090
H -5.131 2.321 -4.451
H -3.398 2.459 -4.222
H -5.182 0.436 -2.805
H -4.635 1.953 -2.122
H -2.195 0.928 -2.808
H -3.046 -0.589 -2.651
H -3.031 2.119 -0.152
H -5.299 0.563 0.279
H -4.402 -0.383 1.453
H -4.294 -2.300 -0.082
H -5.004 -1.378 -1.387
H -6.454 -1.940 1.232
H -6.560 -2.985 -0.171
H -7.401 -0.033 -0.149
H -8.498 -1.409 -0.090
H -7.515 -1.125 -1.528
C 3.186 2.779 -0.722
C 2.938 1.297 -0.842
C 3.457 0.628 -2.081
O 2.323 0.687 0.007
H 2.715 3.287 -1.568
H 4.256 2.988 -0.784
H 2.784 3.161 0.214
H 4.477 0.945 -2.300
H 2.829 0.927 -2.926
H 3.403 -0.450 -1.975
C 0.234 -4.994 3.150
Si 2.031 -4.454 3.059
C 3.049 -5.982 2.647
C 2.599 -3.901 4.782
Sb 2.127 -2.479 1.400
Si 2.737 -3.975 -0.619
C 2.765 -3.109 -2.293
C 1.433 -5.342 -0.687
C 4.473 -4.689 -0.445
Si 4.497 -1.697 1.977
C 5.432 -1.009 0.484
C 4.270 -0.286 3.205
C 5.610 -3.002 2.751
H 0.088 -5.658 4.007
H -0.059 -5.542 2.251
H -0.442 -4.143 3.254
H 2.806 -6.734 3.405
H 4.122 -5.790 2.708
H 2.822 -6.409 1.670
H 3.344 -4.607 5.156
H 1.761 -3.908 5.482
H 3.045 -2.906 4.807
H 2.099 -2.252 -2.363
H 2.455 -3.831 -3.053
H 3.780 -2.789 -2.541
H 0.622 -5.184 0.026
H 1.869 -6.323 -0.487
H 0.984 -5.379 -1.684
H 5.214 -3.904 -0.611
H 4.630 -5.455 -1.211
H 4.667 -5.137 0.529
H 5.237 0.057 0.360
H 5.179 -1.513 -0.449
H 6.506 -1.134 0.651
H 3.546 0.437 2.823
H 5.216 0.233 3.386
H 3.899 -0.653 4.165
H 5.993 -3.689 1.994
H 5.109 -3.591 3.520
H 6.466 -2.503 3.216
C 1.452 7.527 -1.736
C 1.411 6.078 -2.199
N 0.096 5.657 -2.662
C -0.390 6.244 -3.914
C -1.519 7.240 -3.696
C -0.644 4.645 -2.142
O -1.635 4.208 -2.704
C -0.254 4.046 -0.817
C 0.068 4.774 0.320
C 0.305 4.097 1.506
C 0.188 2.722 1.525
N -0.169 2.015 0.445
C -0.383 2.673 -0.698
H 2.446 7.773 -1.361
H 0.727 7.708 -0.942
H 1.226 8.210 -2.556
H 1.735 5.417 -1.399
H 2.120 5.938 -3.022
H -0.737 5.433 -4.554
H 0.463 6.718 -4.400
H -2.367 6.743 -3.226
H -1.852 7.645 -4.652
H -1.202 8.069 -3.063
H 0.122 5.854 0.286
H 0.558 4.626 2.413
H 0.358 2.157 2.432
H -0.681 2.082 -1.556

Forces on the atoms, in the same order (eV/Å):
-0.436 -1.061 0.237
-0.008 -0.002 -0.013
0.009 0.013 0.012
0.043 0.002 0.008
0.026 -0.033 -0.094
-0.073 -0.048 0.008
0.166 0.137 0.096
-0.010 -0.004 0.028
0.250 0.459 -0.053
-0.002 0.003 0.015
-0.004 -0.001 0.001
-0.014 0.017 -0.009
0.120 -0.135 -0.159
-0.053 0.032 -0.202
0.124 -0.148 0.219
-0.178 0.411 -0.233
-0.028 0.037 -0.096
-0.226 0.253 0.206
0.024 -0.019 0.019
0.002 0.000 0.000
-0.002 0.000 0.003
0.003 0.003 0.015
0.019 -0.010 -0.020
-0.030 -0.015 -0.010
0.058 -0.102 0.045
-0.194 0.033 0.162
0.015 0.095 -0.026
-0.007 0.016 -0.018
-0.002 0.008 0.018
0.011 0.000 0.009
-0.004 -0.001 -0.001
0.005 -0.006 0.001
0.003 0.001 -0.011
-0.008 -0.014 -0.007
-0.007 0.003 0.009
-0.019 0.024 0.046
0.038 0.029 -0.026
-0.012 0.046 0.045
0.007 0.010 -0.014
0.044 0.011 0.088
0.009 0.002 0.011
0.018 -0.011 0.012
0.007 -0.013 0.013
0.005 -0.018 0.003
0.005 -0.011 -0.002
-0.007 0.004 -0.012
-0.007 -0.001 0.002
-0.001 -0.001 -0.005
0.000 0.005 0.000
-0.024 0.019 -0.002
-0.008 -0.034 0.011
-0.023 0.019 -0.029
0.061 0.103 0.107
0.023 -0.007 -0.001
0.005 -0.006 0.015
-0.004 0.001 -0.013
0.001 -0.002 0.004
0.003 0.003 0.006
-0.005 -0.064 0.004
0.012 0.014 -0.014
-0.078 -0.045 0.014
0.011 0.040 0.014
0.088 -0.092 0.030
0.323 -0.153 -0.407
0.046 -0.020 0.049
0.016 -0.017 0.039
-0.014 0.017 -0.006
-0.051 -0.079 0.025
0.010 0.040 0.048
-0.053 -0.017 0.024
0.042 -0.053 0.019
-0.016 0.005 0.003
0.003 -0.010 -0.004
-0.003 0.015 -0.004
0.016 -0.015 0.002
0.009 -0.012 -0.012
-0.009 0.010 -0.032
0.000 0.038 -0.001
0.025 -0.004 -0.017
0.033 -0.002 -0.025
0.017 -0.047 0.005
-0.054 0.017 0.016
0.029 0.004 -0.012
-0.004 0.050 0.018
0.001 0.013 -0.002
0.001 0.007 0.002
0.002 -0.003 0.001
0.004 0.003 0.025
0.004 0.000 -0.004
-0.040 -0.019 -0.022
-0.039 0.012 -0.012
-0.002 -0.014 -0.009
0.003 0.021 -0.011
0.003 -0.001 -0.023
0.003 -0.011 0.006
-0.017 0.016 -0.006
-0.023 -0.004 -0.002
-0.010 0.027 0.010
0.016 -0.021 -0.009
-0.002 -0.019 -0.001
0.025 -0.016 0.016
-0.013 0.035 0.003
-0.019 -0.017 -0.008
-0.005 -0.016 0.001
0.004 0.022 -0.023
0.005 -0.023 0.000
-0.020 0.039 0.026
0.029 -0.041 0.002
-0.013 0.053 -0.016
-0.049 -0.085 0.020
-0.012 0.343 -0.111
0.053 -0.071 -0.045
0.002 0.006 -0.008
0.006 0.007 0.001
-0.011 0.002 0.003
-0.008 0.001 -0.018
0.006 -0.001 0.002
0.018 0.000 -0.011
0.000 0.013 0.011
-0.002 0.006 0.001
0.001 0.000 0.000
0.004 -0.001 0.000
-0.002 0.002 0.005
-0.001 -0.007 0.004
0.004 0.018 0.001
-0.014 0.006 0.004